[1]
Computed, not measured: 4 unconnected molecules or ions with the total composition C38H69BrF4I2N2O8, with ωB97M-V/def2-TZVPD.

```
124
Properties=species:S:1:pos:R:3:lowdin_charge:R:1
I -0.0422 -6.0638 5.6111 0.872
I 0.8834 -2.9903 4.3630 0.983
Br 2.0713 -3.5535 -1.1169 0.743
F -3.2306 -4.2019 2.4368 0.047
F 2.5904 0.6374 -0.7040 0.149
F 1.8556 0.0968 -2.6576 0.163
F -0.5938 -0.5185 -1.6779 0.057
O 10.7099 2.7186 3.7969 -0.191
O -3.0886 3.0413 -2.0618 -0.172
O 6.6552 0.2910 -2.9928 -0.185
O 7.6978 1.7771 -0.6807 -0.208
O -3.8208 -3.0210 -0.2153 0.140
O 8.9156 4.7649 2.6699 -0.188
O -1.2980 4.6253 -0.3539 -0.190
O -0.6301 -3.9498 -1.3060 0.069
N -2.3968 -5.3306 0.6149 0.125
N -1.9159 -1.9187 0.4692 0.153
C -2.8243 -2.9526 0.4526 -0.390
C -6.5970 1.6880 0.4284 -0.185
C 1.5517 0.2162 -1.3918 -0.349
C -6.2756 -0.2005 -2.5119 -0.201
C 5.3636 0.7842 -2.6891 -0.113
C -5.2667 -4.1389 -4.5863 -0.114
C -2.6460 4.9606 -0.6425 -0.194
C 0.1704 -4.2870 0.9554 -0.147
C -5.1563 -0.3070 1.2465 -0.208
C 0.3840 -0.0708 -0.8514 -0.226
C 7.3003 0.7094 0.1596 -0.108
C -0.4236 4.7728 -1.4569 -0.110
C 7.6493 1.2974 -3.0621 -0.207
C 0.2175 -1.2326 1.4357 -0.118
C 8.6988 4.0810 3.8900 -0.210
C -4.3952 -0.8283 2.4789 -0.183
C -1.6179 -6.4422 3.1424 -0.174
C -2.9216 -0.3821 2.5562 -0.168
C -1.8775 -1.4668 2.8594 -0.135
C -3.4919 3.7330 -0.8927 -0.217
C -5.6702 1.1078 1.4966 -0.217
C -0.5004 -4.1533 3.2718 -0.656
C -5.7210 -1.6149 -4.5949 -0.219
C -0.7708 -5.3682 3.7721 -0.803
C -6.3103 -3.0278 -4.5213 -0.272
C -2.3463 -4.1010 1.3695 -0.383
C -6.7619 1.1890 -2.1048 -0.193
C 0.2367 -3.9346 -0.5048 -0.750
C 11.7682 3.2679 3.0354 -0.113
C -6.6372 -0.5611 -3.9621 -0.212
C 0.0198 0.0455 0.5863 -0.082
C 8.7548 3.9468 1.5235 -0.111
C 8.4723 1.3681 -1.7961 -0.202
C -2.2574 1.9286 -1.7998 -0.110
C -5.9694 1.8631 -0.9718 -0.199
C -0.9210 -3.6481 1.8579 -0.258
C 9.9946 3.6775 4.5568 -0.208
C -1.0663 -2.0557 1.6584 -0.346
H -6.8954 -3.1293 -3.6046 0.102
H -1.0071 0.4025 0.6323 0.100
H 8.1463 0.3415 0.7510 0.090
H -5.9390 2.9309 -1.1975 0.082
H -5.9798 -0.9859 1.0163 0.117
H -3.4476 3.0711 -0.0211 0.122
H 7.1947 2.2727 -3.2640 0.127
H -0.2286 5.8309 -1.6627 0.089
H -1.8176 1.6095 -2.7425 0.097
H 8.1564 4.7591 4.5566 0.125
H 10.6119 4.5641 4.7337 0.126
H 4.7378 -0.0710 -2.4419 0.079
H 8.9409 0.3984 -1.6013 0.128
H -1.1610 -1.0300 3.5446 0.062
H -1.4545 2.1934 -1.1048 0.077
H -5.6736 -5.0766 -4.2073 0.065
H -2.3619 -2.2657 3.4209 0.113
H 5.3835 1.4680 -1.8371 0.084
H -6.7135 -0.9577 -1.8573 0.114
H -0.8264 4.3018 -2.3567 0.084
H 9.2682 2.1070 -1.9330 0.126
H 9.7673 3.2243 5.5267 0.125
H -1.4083 -6.5732 2.0871 0.059
H -2.6977 5.6310 -1.5062 0.128
H 6.5414 1.0961 0.8382 0.088
H -5.5088 -1.3695 -5.6367 0.108
H -4.7981 1.7633 1.6021 0.106
H -1.4460 -7.3925 3.6368 0.034
H -3.1379 -5.9077 0.9879 0.105
H -2.6713 -6.2083 3.2849 0.084
H -5.1924 -0.2704 -2.3964 0.101
H 9.2977 3.0037 1.6183 0.080
H 8.0754 3.1955 3.7275 0.125
H 4.9294 1.2989 -3.5534 0.093
H 0.5160 4.2896 -1.1927 0.086
H 6.8769 -0.1181 -0.4142 0.085
H -4.7547 -1.6248 -4.0847 0.098
H -7.8037 1.1334 -1.7851 0.109
H 7.6979 3.7323 1.3394 0.084
H -6.7260 1.8336 -2.9842 0.103
H 0.6329 -0.9270 2.3851 0.051
H -7.6548 -0.9580 -3.9972 0.109
H 12.0989 2.4994 2.3389 0.088
H 11.4449 4.1456 2.4711 0.083
H 1.1409 -4.0555 1.3871 0.080
H -4.9301 1.5306 -0.9614 0.073
H 0.0436 -5.3678 0.9899 0.130
H -4.8996 -0.4153 3.3550 0.104
H -6.6466 0.3483 -4.5658 0.101
H 0.9922 -1.8387 0.9645 0.083
H -4.4027 -3.8883 -3.9740 0.063
H -4.5334 4.0375 -1.0313 0.108
H -3.0447 5.4947 0.2254 0.127
H -7.0133 -3.1616 -5.3473 0.105
H -2.8432 0.3162 3.3909 0.112
H -2.6059 -5.1500 -0.3580 0.095
H 12.6102 3.5454 3.6794 0.088
H 8.3101 1.0523 -3.8993 0.126
H -2.8346 1.0940 -1.3829 0.077
H 0.6368 0.8413 1.0032 0.133
H -4.4878 -1.9107 2.5646 0.098
H -7.4311 0.9875 0.3349 0.105
H -6.9740 2.6448 0.7836 0.106
H -2.6735 0.1928 1.6644 0.087
H -6.2014 1.1074 2.4508 0.109
H -4.4752 -0.3192 0.3926 0.091
H -1.4903 -1.7700 -0.4369 0.123
H -4.9270 -4.3131 -5.6065 0.069
H 9.1495 4.4980 0.6721 0.092
```

***

[2]
Computed, not measured: 4 unconnected molecules or ions with the total composition C38H70BCl2F8O14 in a non-equilibrium geometry, with ωB97M-V/def2-TZVPD.

Output
total charge = -1

```
133
Properties=species:S:1:pos:R:3:lowdin_charge:R:1
Cl 1.1794 5.7523 -1.3238 0.596
Cl -1.8214 5.0496 -1.7041 0.623
F -0.8801 -0.6360 -0.6639 0.124
F -4.2515 4.0799 -10.1209 0.165
F -4.6976 3.3918 -7.4523 0.103
F -4.3769 1.9789 -9.6543 0.164
F -0.2758 -2.2564 -1.9813 0.137
F -1.8211 -1.3652 -3.9918 0.067
F -2.4650 2.8739 -10.1018 0.166
F -2.9838 4.6740 -7.9227 0.097
O 0.5150 4.7275 -4.5419 0.002
O 2.6139 3.4430 9.6393 -0.191
O 2.7705 -0.3137 -3.3985 -0.052
O -2.0523 -1.7658 5.9295 -0.193
O -0.2372 -2.2939 3.1761 -0.193
O 3.1907 -7.7936 0.1997 -0.196
O 0.0724 1.7332 -2.8410 -0.013
O 2.1526 2.6863 6.2676 -0.194
O -0.4662 2.1939 -5.0671 0.000
O 2.1410 6.0657 -5.2094 0.100
O 0.9548 1.1193 8.6255 -0.127
O 0.3443 -9.3083 -0.9364 -0.194
O 0.3930 -6.5360 0.3035 -0.125
O -2.4953 -0.2137 3.3816 -0.115
C -1.1036 -0.0619 3.6112 -0.183
C -2.1727 1.7860 -2.1230 -0.116
C 1.0775 -7.2912 1.2855 -0.187
C 0.8519 4.0253 -1.7391 -0.687
C 2.7329 2.0880 10.0322 -0.203
C 0.8177 2.2381 6.4171 -0.199
C -1.0246 -1.1743 -1.8675 -0.312
C -1.0404 2.5821 -2.7996 -0.375
C 0.5354 -6.8831 -1.0625 -0.179
C -0.6040 -10.2211 -0.4386 -0.122
C 2.0756 1.6867 -4.5246 -0.061
C 0.0976 7.1407 -4.6436 0.003
C -1.7977 -0.6864 -2.8237 -0.212
C -3.2954 -1.5748 5.2775 -0.200
C -1.2756 3.0393 -4.3097 -0.335
C 0.4041 2.1860 7.8701 -0.181
C -2.4930 2.4187 -7.2935 -0.062
C -0.6489 3.6552 -1.7268 -0.540
C -3.6349 3.0786 -9.4911 -0.572
C 2.0274 4.2817 10.6059 -0.118
C 2.9507 0.4372 -4.6085 -0.471
C -0.2148 -8.1254 -1.4843 -0.198
C -3.4410 3.3808 -7.9920 -0.413
C -2.7128 0.4972 -2.7589 -0.072
C -3.1190 -1.4204 3.7818 -0.185
C 0.9944 5.9493 -4.8484 -0.533
C 2.8501 2.0775 5.2023 -0.105
C 2.6683 -0.4007 -5.8431 -0.064
C -0.2010 -0.9359 2.7711 -0.191
C -2.9631 1.9324 -5.9259 -0.160
C -1.8751 -1.0195 7.1101 -0.113
C 2.3368 1.1343 8.9278 -0.186
C 4.3120 -7.1267 -0.3330 -0.114
C 1.6082 3.1747 -0.7244 -0.121
C 2.5802 -7.1279 1.2903 -0.202
C -2.7610 2.9502 -4.8000 -0.087
C -0.8812 4.4787 -4.7033 -0.128
C -0.1354 -3.2001 2.0965 -0.100
B 0.4980 1.3815 -4.2388 -0.630
H -0.7606 -2.8901 1.2538 0.084
H 1.7531 5.2112 10.1090 0.088
H -2.4403 1.0025 -5.7131 0.112
H -1.2661 -8.0253 -1.1934 0.123
H 0.7176 -6.8864 2.2348 0.124
H 0.8272 -0.5636 2.8816 0.127
H -0.6726 2.0013 7.8907 0.119
H 1.2812 3.8535 -2.7146 0.074
H -0.1419 7.2376 -3.5849 0.066
H 2.5683 2.5118 4.2372 0.089
H 1.5929 2.1413 -1.0705 0.083
H -1.4802 5.2181 -4.1821 0.069
H -0.8464 3.2187 -0.7504 0.083
H 3.9129 2.2498 5.3661 0.087
H 1.1218 3.8341 11.0297 0.087
H -1.3544 -9.7219 0.1841 0.087
H 4.5017 -7.5433 -1.3213 0.087
H 0.7985 -8.3470 1.2537 0.118
H 2.5503 0.1272 9.2961 0.128
H -0.8728 -0.1599 4.6740 0.102
H 0.9003 -3.2967 1.7527 0.090
H 2.4930 2.2881 -3.7072 0.096
H 0.5763 3.1510 8.3519 0.119
H 0.0865 -6.0481 -1.6058 0.132
H -1.8263 1.5217 -1.1240 0.111
H 3.2208 -1.3476 -5.7972 0.069
H 0.6913 1.2524 5.9544 0.110
H -3.0997 0.6216 -3.7619 0.095
H 2.2157 2.2591 -5.4461 0.107
H -3.9292 -2.4530 5.4609 0.124
H -0.4881 -0.8406 1.7202 0.109
H -2.2878 1.5711 -7.9488 0.133
H -0.1700 -8.1907 -2.5791 0.127
H 1.1464 3.2307 0.2629 0.074
H 3.7812 1.8877 10.2918 0.126
H -3.5714 0.2079 -2.1414 0.128
H 4.1273 -6.0526 -0.4383 0.088
H 1.6083 -0.6329 -5.9245 0.068
H -1.1206 4.5620 -5.7684 0.129
H -3.0341 2.4466 -1.9670 0.106
H -0.8469 7.0418 -5.1775 0.079
H -2.2032 0.0183 6.9805 0.083
H 0.1527 2.9454 5.9031 0.133
H 0.2393 0.1903 -4.4369 0.110
H -3.0883 3.9329 -5.1508 0.116
H 4.0040 0.7558 -4.6398 0.123
H -2.4130 -1.4654 7.9549 0.088
H 2.9649 -7.5550 2.2268 0.127
H 3.1087 -1.2026 -3.5388 0.071
H -1.5395 2.9359 -7.1863 0.128
H -0.0706 -10.9445 0.1772 0.086
H -3.8119 -0.6931 5.6734 0.123
H 2.9458 1.2930 8.0358 0.120
H -4.1201 -1.3744 3.3445 0.127
H -4.0281 1.6850 -5.9717 0.117
H 1.5842 -6.9365 -1.3597 0.120
H -1.1125 -10.7575 -1.2483 0.086
H -0.4807 -4.1735 2.4433 0.082
H 3.0074 0.1355 -6.7316 0.078
H -0.8097 -1.0136 7.3393 0.085
H -2.6179 -2.2943 3.3619 0.119
H 2.7265 4.5114 11.4186 0.086
H 5.2021 -7.2768 0.2891 0.086
H 2.8233 -6.0594 1.2761 0.124
H -0.8887 0.9716 3.3274 0.129
H 2.6477 3.4957 -0.6650 0.070
H 2.1196 1.8865 10.9175 0.122
H 2.6716 0.9970 5.1732 0.085
H 0.6249 8.0179 -5.0037 0.085
H -3.4287 2.6876 -3.9852 0.098
```

***

[3]
Computed, not measured: 7 unconnected molecules or ions with the total composition C38H70INO21 in a non-equilibrium geometry, with ωB97M-V/def2-TZVPD.

Output
SMILES string = CO[C@@H](I)COCCCCNCc1ccccc1O.CCOC(=O)OC.CCOC(=O)OC.CCOC(=O)OC.CCOC(=O)OC.CCOC(=O)OC.CCOC(=O)OC

```
131
Properties=species:S:1:pos:R:3:lowdin_charge:R:1
I 1.7718 -1.6239 -5.8713 0.780
O -5.8476 7.9976 1.2541 0.104
O 1.9371 -11.5595 6.4595 0.107
O 2.5621 -7.0031 0.6525 0.107
O -0.4519 -3.5431 -4.8315 -0.284
O -3.7333 -8.9985 -3.5235 0.024
O -0.7347 7.7603 -3.1941 -0.091
O 2.0635 -4.9803 -0.3110 -0.023
O 0.4284 -6.1571 0.5647 0.022
O -3.9194 8.6412 2.3237 0.033
O 5.9538 3.6121 -5.1765 -0.009
O -3.2598 -9.0937 -1.2779 0.100
O -4.0798 -10.8860 -2.4545 -0.007
O 4.5098 4.7014 -3.9300 0.025
O -0.3593 6.7350 3.2357 -0.022
O -0.1967 -10.7135 6.3717 0.021
O -5.4686 10.1526 1.9479 -0.009
O 1.4385 -9.5367 5.4959 -0.016
O 1.3057 -0.9093 -2.7872 -0.276
O 0.1393 4.7122 4.1993 0.113
O -1.9945 5.5582 4.1114 -0.012
O 5.4065 5.7640 -5.7585 0.105
N 1.0814 4.3565 -0.2494 -0.124
C 1.0354 6.9286 3.0207 -0.040
C 3.3959 8.4201 -0.7704 -0.060
C 0.3011 0.1463 -2.9893 -0.233
C 0.3540 5.2442 -1.2364 -0.190
C 2.7790 9.5531 -1.7946 -0.066
C 0.5291 7.8899 -2.3993 -0.167
C 0.4038 3.0186 -0.0509 -0.227
C 2.8332 -9.3431 5.2809 -0.049
C -6.7015 10.5213 1.3371 -0.056
C -0.6883 -11.8620 7.0756 -0.218
C 6.7478 3.5397 -6.3569 -0.056
C -1.5262 -2.5450 -4.9357 -0.150
C -0.0632 -7.3055 1.2686 -0.212
C -2.4861 4.4097 4.8154 -0.206
C 3.7192 5.8608 -3.6354 -0.212
C -0.1237 0.9721 -1.6380 -0.181
C 1.3574 9.2964 -2.5754 -0.014
C 0.7265 -2.2593 -2.8650 -0.200
C -0.3592 -11.7742 8.5558 -0.071
C -0.6603 5.5764 3.8748 -0.542
C 1.7626 -6.1389 0.3280 -0.549
C -3.6585 -9.6038 -2.3134 -0.550
C -2.1570 4.4975 6.2956 -0.065
C 2.5550 6.9905 -0.5957 -0.037
C -1.7746 -7.5546 -3.5447 -0.061
C 1.0996 1.7761 -0.9001 -0.161
C 1.1334 6.7126 -1.4196 -0.053
C -3.9508 -11.6681 -1.2709 -0.055
C -3.2912 -7.6351 -3.5659 -0.215
C -5.1510 8.8422 1.7953 -0.550
C 2.5300 5.9608 -4.5750 -0.056
C 0.8151 -2.9576 -4.3584 -0.617
C -3.4075 7.3059 2.2188 -0.213
C 3.4583 -4.7866 -0.5261 -0.052
C -2.9224 7.0190 0.8083 -0.057
C 1.1375 -10.6953 6.1350 -0.550
C 0.2658 -7.2178 2.7488 -0.063
C 5.3053 4.7942 -5.0231 -0.550
H -1.3667 -7.9385 -2.6063 0.070
H -0.1025 -6.2769 3.1701 0.085
H -1.9312 -2.1408 -3.9150 0.084
H -7.5237 9.8839 1.6780 0.096
H -0.6941 -0.3727 -3.3877 0.108
H -2.4544 6.0317 0.7543 0.069
H 0.9288 10.1214 -3.3011 0.099
H -2.1965 7.7740 0.4898 0.083
H 1.8701 2.1890 -1.6782 0.122
H -0.1853 -8.0516 3.2947 0.081
H -0.3033 -12.7852 6.6279 0.125
H -3.5734 4.4014 4.6866 0.125
H -4.4475 -11.1914 -0.4198 0.096
H 6.0993 3.5159 -7.2384 0.099
H -1.1506 -7.3139 1.1398 0.125
H -3.6628 -7.2111 -4.5046 0.123
H -0.7369 3.1663 -0.2929 0.107
H 3.2806 -10.1965 4.7612 0.100
H -0.7275 -10.8333 8.9770 0.082
H -1.4412 -6.5195 -3.6643 0.074
H 7.3214 2.6089 -6.3250 0.093
H -0.8103 -12.6081 9.1017 0.080
H 0.4711 2.7790 1.1117 0.130
H 1.5367 7.1043 3.9777 0.104
H -0.3664 -2.2882 -2.3994 0.141
H -6.9268 11.5534 1.6206 0.094
H 3.3345 -9.1674 6.2379 0.100
H 4.3350 6.7670 -3.6617 0.126
H -2.8918 -11.8394 -1.0539 0.099
H 1.3449 -7.2409 2.9208 0.064
H 1.8834 6.7967 -4.2919 0.054
H 1.1033 4.8699 0.6773 0.081
H 3.3594 5.7455 -2.6077 0.086
H 1.4828 6.0753 2.5010 0.076
H -1.2752 8.5648 -2.8843 0.121
H 0.7198 -11.7973 8.7278 0.074
H -2.5635 7.2353 2.9128 0.092
H -2.6081 3.6636 6.8415 0.082
H -2.1011 3.4865 4.3677 0.127
H 2.9613 -8.4547 4.6558 0.088
H -0.7090 0.2362 -0.9311 0.124
H 1.9443 5.0362 -4.5546 0.080
H -1.7756 -11.8703 6.9468 0.123
H 2.9900 6.1599 0.1195 0.092
H 1.3819 -2.9397 -2.1351 0.131
H -2.5253 5.4384 6.7168 0.084
H 0.3217 -8.2288 0.8209 0.127
H -0.9021 1.8058 -1.9902 0.118
H -2.4499 -3.0944 -5.4560 0.117
H -3.7402 -7.0564 -2.7506 0.124
H 2.8490 6.1109 -5.6094 0.076
H 0.6786 0.8261 -3.8750 0.121
H 1.1635 7.8170 2.3956 0.098
H -4.4278 -12.6362 -1.4488 0.094
H 1.6470 1.0356 -0.1773 0.114
H -1.0780 4.4744 6.4675 0.074
H -0.7946 5.3633 -1.0457 0.111
H 3.3556 10.5582 -1.9745 0.082
H -4.1567 6.5765 2.5469 0.127
H -6.6033 10.4756 0.2479 0.099
H 7.4521 4.3756 -6.4177 0.096
H -3.7447 7.0470 0.0890 0.075
H -1.3456 -8.1609 -4.3488 0.084
H -1.2867 -1.6207 -5.6119 0.074
H 3.9057 -5.6400 -1.0458 0.099
H 0.4580 4.7107 -2.2983 0.135
H 3.9596 -4.6110 0.4309 0.101
H 3.5864 -3.8982 -1.1512 0.088
H 1.5782 -3.8712 -4.2657 0.114
H 4.4002 8.5588 -0.1651 0.085
```

***

| no. | frontier orbital gap (hartree) | E_LUMO (eV) |
| --- | --- | --- |
| 1 | 0.3263 | -0.24 |
| 2 | 0.2509 | 2.07 |
| 3 | 0.3151 | -0.02 |